Entry 1:
{"formula": "C37H32NO3", "method": "ωB97M-V/def2-TZVPD", "symbols": ["C", "C", "O", "C", "C", "C", "N", "C", "C", "C", "C", "C", "C", "C", "O", "H", "H", "H", "H", "H", "H", "H", "H", "H", "H", "H", "H", "H", "H", "C", "C", "C", "C", "C", "C", "C", "C", "C", "C", "C", "C", "C", "C", "C", "C", "C", "C", "C", "C", "C", "C", "C", "O", "C", "C", "H", "H", "H", "H", "H", "H", "H", "H", "H", "H", "H", "H", "H", "H", "H", "H", "H", "H"], "xyz": [[1.977220, 4.391496, -2.339825], [1.202215, 4.208542, -1.062380], [1.884295, 3.221722, -0.207035], [1.087220, 2.344963, 0.427938], [1.739001, 1.771482, 1.637319], [0.857667, 1.353490, 2.742565], [3.029261, 1.958544, 1.741576], [3.794367, 1.976878, 2.781704], [5.188596, 2.374797, 2.724654], [6.030056, 2.281324, 3.862115], [7.373634, 2.613052, 3.764596], [7.905489, 3.057953, 2.545234], [7.075733, 3.166913, 1.419859], [5.722996, 2.849897, 1.508941], [-0.042791, 2.015644, 0.066387], [1.592697, 5.269824, -2.866252], [3.051352, 4.526952, -2.165553], [1.842388, 3.524757, -2.993218], [1.138022, 5.124516, -0.464231], [0.186837, 3.850271, -1.259722], [-0.154930, 1.187044, 2.380544], [1.215710, 0.437850, 3.220741], [0.841227, 2.147899, 3.501128], [3.408725, 1.721751, 3.789461], [5.608682, 1.926001, 4.807657], [8.026908, 2.511033, 4.633887], [8.962168, 3.304525, 2.470318], [7.493780, 3.485397, 0.467269], [5.054124, 2.940662, 0.648710], [-5.168737, -5.752983, 3.306368], [-3.800077, -5.475077, 3.416737], [-3.163531, -4.676681, 2.463526], [-3.890506, -4.094800, 1.393853], [-3.218778, -3.201385, 0.443471], [-1.889807, -3.368646, 0.159309], [-1.177833, -2.509588, -0.738989], [0.114237, -2.845921, -1.153896], [0.899715, -2.124791, -2.099834], [1.079801, -0.714681, -2.017756], [1.830934, -0.036433, -2.968903], [2.379502, -0.720527, -4.063533], [2.244346, -2.113880, -4.146012], [1.542943, -2.813959, -3.173361], [-1.856768, -1.347661, -1.224944], [-3.185569, -1.127439, -0.982879], [-3.818517, 0.088587, -1.506062], [-3.068158, 1.287549, -1.585774], [-3.620070, 2.437619, -2.146511], [-4.932761, 2.424079, -2.635317], [-5.695114, 1.253353, -2.540292], [-5.149020, 0.105376, -1.966542], [-3.980403, -2.138434, -0.249155], [-5.221500, -2.086123, -0.222752], [-5.256100, -4.418924, 1.283791], [-5.889194, -5.235089, 2.222653], [-5.663200, -6.375766, 4.054855], [-3.219824, -5.886111, 4.244704], [-2.092777, -4.481894, 2.552100], [-1.358098, -4.215776, 0.589092], [0.481077, -3.827422, -0.844705], [0.647919, -0.167590, -1.172870], [1.967618, 1.040356, -2.877325], [2.920697, -0.176620, -4.841001], [2.677103, -2.651326, -4.988711], [1.430811, -3.897195, -3.229168], [-1.320139, -0.653375, -1.874326], [-2.054603, 1.314068, -1.174522], [-3.013383, 3.341631, -2.196567], [-5.353013, 3.328669, -3.081070], [-6.716524, 1.232474, -2.915584], [-5.756866, -0.787795, -1.858630], [-5.831381, -4.005994, 0.459701], [-6.947102, -5.469053, 2.102444]], "forces_ev_per_a": [[0.124, 0.033, -0.192], [0.231, -1.015, 0.862], [-0.666, 1.461, -1.560], [0.849, -2.354, 2.111], [-0.766, 0.551, -1.840], [-0.208, -0.138, 0.404], [0.833, 1.398, -0.546], [-0.254, -0.681, 1.393], [-0.164, -0.153, -0.167], [-0.179, 0.046, -0.426], [0.082, 0.142, -0.296], [-0.046, -0.106, 0.039], [-0.220, -0.119, 0.401], [0.543, 0.014, 0.043], [-0.325, 0.803, -0.582], [0.074, -0.033, -0.039], [-0.248, 0.009, 0.077], [0.065, 0.059, 0.056], [0.102, -0.033, -0.163], [0.156, 0.058, 0.033], [-0.035, 0.012, 0.048], [0.004, -0.058, 0.142], [-0.136, -0.111, 0.267], [0.119, -0.016, -0.244], [0.126, 0.083, -0.316], [-0.168, 0.072, -0.198], [-0.136, -0.041, 0.014], [-0.038, 0.048, 0.135], [0.219, -0.106, 0.330], [0.087, 0.147, -0.232], [-0.097, 0.034, -0.326], [-0.452, 0.151, -0.167], [-0.353, -0.874, 0.861], [1.157, -0.235, -0.346], [-1.168, -0.270, 0.280], [2.233, -0.357, -0.461], [-2.569, -0.516, 1.020], [1.575, 1.302, -1.601], [-0.104, -0.699, 0.253], [0.033, -0.157, -0.515], [-0.153, -0.192, 0.392], [-0.069, 0.272, -0.023], [-0.496, 0.469, 0.836], [-1.190, 0.596, -0.278], [1.124, -0.236, -0.120], [-0.442, 1.047, -0.411], [-0.204, -0.398, 0.052], [-0.200, -0.262, -0.028], [0.134, -0.161, 0.070], [0.447, 0.257, 0.101], [0.093, 0.085, -0.063], [-1.037, 0.320, 0.031], [1.463, -0.081, 0.118], [-0.049, -0.023, 0.077], [0.499, -0.092, 0.239], [0.143, 0.190, -0.225], [-0.179, 0.113, -0.223], [-0.366, 0.050, 0.110], [-0.035, 0.162, -0.094], [-0.020, 0.212, 0.049], [0.249, -0.112, -0.259], [-0.038, -0.255, 0.054], [-0.127, -0.173, 0.295], [-0.053, 0.103, 0.198], [0.084, 0.226, -0.066], [-0.256, -0.278, 0.276], [-0.290, 0.097, -0.097], [-0.196, -0.181, 0.021], [0.082, -0.291, 0.133], [0.175, 0.022, 0.097], [0.187, 0.248, -0.150], [0.191, -0.157, 0.282], [0.255, 0.076, 0.058]], "mulliken_charge": [-1.09, -0.15, -0.25, 0.47, 0.73, -1.53, -0.35, -0.85, 0.91, -0.58, -0.38, -0.47, -0.37, -0.54, -0.73, 0.42, 0.25, 0.21, 0.36, 0.10, 0.39, 0.30, 0.28, 0.15, 0.28, 0.33, 0.32, 0.35, 0.43, -0.32, -0.66, -0.43, 0.38, 0.40, -1.18, 0.75, -0.87, 0.41, -0.43, -0.59, -0.46, -0.51, -0.56, -0.80, 0.04, 0.29, -0.40, -0.74, -0.29, -0.68, -0.43, 0.56, -0.77, -0.25, -0.61, 0.35, 0.34, 0.35, 0.41, 0.42, 0.76, 0.48, 0.38, 0.34, 0.41, 0.92, 0.73, 0.39, 0.36, 0.35, 0.39, 0.38, 0.35], "total_charge": -1, "e_tot_ha": -1709.61275, "largest_force_ev_per_a": 3.3, "lumo_energy_ev": 0.78}


Entry 2:
{"formula": "C34H40F15NO11Si", "method": "ωB97M-V/def2-TZVPD", "symbols": ["C", "C", "O", "C", "C", "N", "C", "O", "C", "C", "C", "C", "F", "F", "C", "F", "F", "C", "F", "F", "C", "F", "F", "C", "F", "F", "C", "F", "F", "F", "C", "F", "F", "C", "C", "Si", "C", "C", "C", "C", "C", "C", "C", "C", "H", "H", "H", "H", "H", "H", "H", "H", "H", "H", "H", "H", "H", "H", "H", "H", "H", "H", "H", "H", "H", "H", "H", "H", "H", "H", "H", "H", "O", "C", "O", "C", "C", "O", "H", "H", "H", "H", "O", "C", "O", "C", "C", "O", "H", "H", "H", "H", "O", "C", "O", "C", "C", "O", "H", "H", "H", "H"], "xyz": [[1.507230, 4.950576, 1.770346], [0.881000, 3.453995, 1.643308], [0.995763, 3.031271, 0.248505], [1.155735, 1.580367, 0.248620], [2.783107, 1.430470, 0.297013], [3.190670, 0.935536, -1.063805], [2.000571, 0.275101, -1.630054], [2.169958, -0.570177, -2.555342], [0.565922, 0.714758, -0.971565], [-0.265788, -0.534114, -0.344600], [0.673860, -1.439002, 0.585889], [0.084984, -1.768828, 2.032711], [-0.842931, -0.769203, 2.509929], [1.196277, -1.683381, 2.956093], [-0.689828, -3.169488, 2.153385], [-1.652368, -3.037754, 3.179403], [-1.437440, -3.306959, 0.928360], [0.241859, -4.466933, 2.256641], [1.536244, -4.208333, 1.681300], [-0.331096, -5.452238, 1.384789], [0.524750, -5.010974, 3.729785], [1.523023, -6.044306, 3.588902], [1.100253, -4.051027, 4.595409], [-0.712560, -5.670353, 4.498418], [-1.883779, -5.845664, 3.740039], [-1.061278, -4.761831, 5.557402], [-0.350544, -7.058614, 5.266617], [-1.503886, -7.335145, 6.071117], [0.714736, -6.911891, 6.182470], [-0.219628, -8.155110, 4.399765], [-0.098378, 1.488393, -2.226891], [-0.442878, 0.514036, -3.217648], [0.979817, 2.282428, -2.786599], [-1.389163, 2.347393, -1.860078], [-1.669385, 3.443937, -3.002487], [-3.454077, 3.466373, -3.699307], [-4.589366, 2.061001, -3.073184], [-3.304848, 3.408770, -5.636081], [-4.245783, 5.201732, -3.331027], [-4.012056, 6.443671, -4.271301], [-4.693817, 7.821348, -3.983664], [-5.632848, 8.035080, -2.750352], [-5.829494, 6.822542, -1.798706], [-5.156132, 5.455571, -2.091033], [2.540082, 4.856330, 2.267386], [1.573426, 5.377333, 0.715755], [0.842537, 5.551267, 2.479947], [1.521755, 2.799157, 2.345279], [-0.191972, 3.453790, 2.032275], [0.582402, 1.237051, 1.175919], [3.250740, 2.417891, 0.655696], [3.043215, 0.615334, 1.075368], [3.409590, 1.784073, -1.610367], [-1.245371, -0.197656, 0.128502], [-0.563720, -1.166232, -1.266275], [0.790129, -2.452078, 0.041103], [1.736928, -1.048236, 0.729943], [-1.260935, 2.934275, -0.872660], [-2.241300, 1.611521, -1.675358], [-1.491601, 4.487005, -2.533548], [-0.959509, 3.391589, -3.900065], [-4.633072, 2.062725, -1.932850], [-4.229824, 1.060981, -3.487250], [-5.646966, 2.291339, -3.482529], [-4.336729, 3.420883, -6.135809], [-2.655417, 4.278155, -6.039202], [-2.770923, 2.451636, -5.998499], [-3.358690, 6.383752, -5.199034], [-4.551189, 8.729012, -4.669530], [-6.136407, 9.037513, -2.566521], [-6.493573, 6.929126, -0.869854], [-5.319618, 4.556055, -1.389471], [-2.122534, 8.212401, -5.285539], [-2.245661, 8.658710, -6.389911], [-2.309823, 9.986968, -6.680262], [-2.225398, 10.110642, -8.093501], [-2.702102, 8.774861, -8.578513], [-2.341339, 7.901604, -7.517359], [-2.850075, 10.931132, -8.449561], [-1.185832, 10.309986, -8.369347], [-3.787395, 8.740503, -8.711495], [-2.221392, 8.473504, -9.510337], [7.382382, -4.022125, 4.078467], [6.440674, -4.755216, 3.989152], [5.148537, -4.376936, 4.197771], [4.325158, -5.455897, 3.778027], [5.237149, -6.639620, 3.885974], [6.522410, -6.075988, 3.666964], [3.449201, -5.546432, 4.417911], [3.997584, -5.271822, 2.750461], [5.215242, -7.095377, 4.880032], [5.016471, -7.405136, 3.140612], [6.416345, -11.341272, 4.485283], [5.413994, -11.020348, 5.052562], [4.882628, -9.765589, 5.026018], [3.593755, -9.845692, 5.619914], [3.696305, -11.063469, 6.487880], [4.656138, -11.860888, 5.809327], [3.372908, -8.942877, 6.192069], [2.846204, -9.956689, 4.828670], [4.071837, -10.833473, 7.489289], [2.746237, -11.592084, 6.578596]], "forces_ev_per_a": [[-0.309, -1.188, 0.341], [1.055, 1.436, 0.704], [-0.952, -0.753, 1.124], [-0.024, 0.896, 0.754], [-1.024, -1.466, 1.033], [-2.035, 1.102, 0.959], [1.372, -3.013, -3.038], [-1.259, 3.297, 3.702], [2.077, 0.037, 0.038], [0.242, -0.014, -1.992], [-0.461, -1.044, -0.191], [0.843, 1.944, 0.807], [1.912, -2.080, -1.214], [-2.440, -0.694, -1.530], [-1.824, 1.212, -0.960], [2.259, -1.044, -1.799], [1.589, 0.383, 2.657], [0.937, -0.668, -2.092], [-2.926, -0.225, 1.417], [1.372, 1.871, 2.755], [1.713, -0.885, 0.835], [-2.442, 1.945, 0.072], [-1.355, -1.896, -2.470], [-1.602, 0.913, 1.855], [2.901, 0.195, 1.260], [0.735, -2.072, -2.382], [-1.745, -1.177, 1.582], [2.801, 0.558, -1.947], [-2.277, -0.530, -2.803], [0.302, 2.781, 2.124], [0.062, -0.240, 0.834], [0.595, 1.927, 1.639], [-2.291, -1.286, 0.881], [0.733, 0.561, -0.228], [0.333, 0.609, 0.554], [-0.114, 0.905, -1.083], [-0.613, 0.153, -0.061], [0.354, -0.357, -0.769], [-1.991, 4.271, 0.821], [-2.482, 0.567, 2.753], [-1.022, -2.324, 2.357], [2.185, -4.113, -0.864], [1.717, -0.261, -2.556], [0.568, 2.166, -2.034], [-1.470, 0.347, -1.012], [-0.093, -0.301, 1.620], [0.964, -0.575, -1.234], [-1.093, 0.667, -1.200], [1.226, -0.240, -0.807], [1.141, 0.037, -1.096], [-0.716, -1.579, -0.949], [-0.172, 1.270, -1.188], [-0.040, -0.868, -0.154], [1.533, -0.274, -0.337], [0.437, 0.918, 1.567], [-0.081, 1.646, 0.972], [-1.650, -0.346, -0.053], [0.256, -1.264, -1.549], [1.135, 0.839, -0.543], [-0.203, -1.659, -0.800], [-0.859, -0.227, 1.400], [-0.017, -0.247, -1.485], [-0.539, 1.219, 0.720], [1.639, -0.515, 0.703], [1.475, 0.151, 0.652], [-1.190, -1.259, 0.679], [-0.816, 1.326, 0.657], [-1.069, -0.100, 1.601], [-0.070, -1.725, 1.095], [0.792, -1.594, -0.238], [1.142, -0.197, -1.598], [0.113, 1.750, -1.091], [0.278, 0.628, -1.149], [0.257, -0.343, 1.026], [-0.077, -0.558, 0.124], [0.139, 0.723, -0.423], [-0.297, -0.238, -0.792], [0.094, 0.293, 0.471], [0.052, -0.030, 0.224], [-0.053, -0.041, 0.031], [0.062, 0.012, 0.039], [-0.005, -0.142, 0.191], [-0.787, -0.582, -0.065], [0.978, 0.665, 0.071], [0.528, -0.177, -0.027], [-0.693, 0.101, -0.057], [-0.168, -0.807, -0.004], [-0.090, 0.599, 0.080], [0.300, 0.234, 0.032], [0.025, -0.007, 0.048], [0.031, 0.028, -0.069], [0.234, 0.046, 0.066], [-0.866, 0.312, 0.462], [1.120, -0.485, -0.571], [0.139, -0.412, 0.089], [-0.573, 0.605, -0.060], [-0.473, -0.284, 0.660], [0.211, 0.395, -0.350], [0.163, -0.005, -0.127], [0.038, -0.028, 0.039], [-0.005, 0.010, -0.073], [0.194, -0.103, -0.062]], "mulliken_charge": [-1.05, -0.20, -0.37, -0.27, -0.83, -0.39, -0.13, -0.57, 1.26, -1.07, -0.94, 0.84, -0.36, -0.32, 0.51, -0.31, -0.30, 0.54, -0.27, -0.30, 0.57, -0.30, -0.29, 0.71, -0.26, -0.28, 0.58, -0.26, -0.21, -0.21, 0.43, -0.36, -0.38, -0.34, -0.65, 0.32, -0.98, -0.97, 0.51, 0.07, -0.27, -0.52, -0.40, -0.38, 0.28, 0.25, 0.32, 0.29, 0.34, 0.34, 0.40, 0.25, 0.40, 0.43, 0.42, 0.45, 0.42, 0.17, 0.27, 0.37, 0.41, 0.27, 0.32, 0.31, 0.30, 0.22, 0.29, 0.05, 0.12, 0.32, 0.28, 0.16, -0.52, 0.64, -0.31, -0.35, -0.32, -0.29, 0.29, 0.27, 0.27, 0.27, -0.54, 0.56, -0.36, 0.32, -0.07, -0.35, -0.05, 0.05, 0.15, 0.27, -0.52, 0.57, -0.23, -0.14, -0.38, -0.32, 0.23, 0.21, 0.28, 0.31], "e_tot_ha": -3989.18087, "largest_force_ev_per_a": 5.1, "smiles": "CCO[C@@H]1CNC(=O)[C@]1(CCC(F)(F)C(F)(F)C(F)(F)C(F)(F)C(F)(F)C(F)(F)F)C(F)(F)CC[Si](C)(C)c1ccccc1.O=C1OCCO1.O=C1OCCO1.O=C1OCCO1", "lumo_energy_ev": -0.17}